[1]
Entry from OMol25: a single C4H8N2O molecule at a distorted geometry (the ωB97M-V functional and the def2-TZVPD basis).

Last column: Mulliken charge in e.
Positions of all 15 atoms, in Å:
O 0.10521 0.67419 1.52679  -0.529
N -1.81038 2.57476 0.37907  -0.502
N 1.72336 -0.60135 -0.30923  -0.556
C -1.28304 1.56520 0.16553  -0.128
C -1.26293 -0.96314 0.21460  -1.565
C -0.41835 0.33599 0.26679  1.424
C 0.66627 0.23781 -0.85276  -0.720
H 0.25976 -0.14507 -1.81083  0.395
H -0.62999 -1.85980 0.27968  0.359
H -1.99865 -0.96446 1.01838  0.386
H 0.92978 0.26912 1.80626  0.317
H -1.82258 -1.04303 -0.73206  0.361
H 1.01915 1.24288 -1.09795  0.354
H 2.44776 -0.01582 0.09013  0.204
H 2.07464 -1.30727 -0.94441  0.199

Forces on atoms 1 to 3 (eV/Å):
0.3 -0.1 0.9
0.3 -1.2 -0.7
-0.1 0.1 0.0

Results
* E_HOMO: -9.99 eV
* LUMO level: 0.0228 Ha
* SMILES: C[C@](O)(C#N)CN
* molecular weight: 100.1 g/mol

---

[2]
Entry from OMol25: a single C4H8N2O molecule (the ωB97M-V functional and the def2-TZVPD basis).

Last column: Mulliken charge in e.
Positions of all 15 atoms, in Å:
O -2.01597 0.23591 0.39209  -0.595
N 1.02576 -0.68849 0.13065  -0.254
N -1.22481 1.00056 -1.59359  -0.401
C 0.94601 -0.61461 1.57594  -0.293
C -0.19495 -0.97965 -0.62438  -0.665
C -1.24887 0.12088 -0.54973  0.596
C 1.21072 0.60440 0.77275  -0.395
H -0.03997 -0.68503 2.03448  0.227
H -1.79398 1.83138 -1.52310  0.241
H 0.40018 1.33400 0.74488  0.212
H 0.08761 -1.16725 -1.66870  0.311
H -0.47255 0.99692 -2.26482  0.208
H 2.20968 1.02689 0.68805  0.254
H -0.63717 -1.89698 -0.22514  0.322
H 1.74831 -1.11892 2.11063  0.231

Forces on atoms 1 to 3 (eV/Å):
0.2 -0.1 -0.4
0.0 -0.1 -0.1
0.0 0.1 0.1

Results
* E_HOMO: -9.05 eV
* LUMO level: 0.0336 Ha
* SMILES: NC(=O)CN1CC1
* molecular weight: 100.1 g/mol

---

[3]
Entry from OMol25: a single C4H8N2O molecule at a distorted geometry (the ωB97M-V functional and the def2-TZVPD basis).

Last column: Mulliken charge in e.
Positions of all 15 atoms, in Å:
O 2.12618 0.63011 0.53234  -0.551
N -0.54668 2.28521 1.06285  -0.490
N -2.06285 -0.40148 -0.26557  -0.756
C 0.38068 -0.78901 -0.40192  -0.675
C 1.49126 0.22825 -0.66510  -0.761
C -0.65681 1.16351 0.80060  -0.011
C -0.80112 -0.26990 0.46159  0.790
H 2.25426 -0.23562 -1.29994  0.379
H 0.82388 -1.65959 0.09263  0.286
H 1.08796 1.08965 -1.21638  0.382
H -0.03070 -1.12287 -1.36192  0.390
H -2.83335 -0.08666 0.31668  0.260
H 1.70230 1.44346 0.83433  0.348
H -0.79221 -0.80400 1.42517  0.172
H -2.23004 -1.37909 -0.48543  0.234

Forces on atoms 1 to 3 (eV/Å):
0.0 0.2 0.1
-0.1 -1.1 -0.2
-0.2 -0.2 0.1

Results
* E_HOMO: -10.26 eV
* LUMO level: 0.0278 Ha
* SMILES: N#C[C@@H](N)CCO
* molecular weight: 100.1 g/mol

---

[4]
Entry from OMol25: 2 unconnected molecules or ions with the total composition C4H8N2O (the ωB97M-V functional and the def2-TZVPD basis).

Last column: Mulliken charge in e.
Positions of all 15 atoms, in Å:
O -1.98327 0.43533 -2.25999  -0.491
N -0.47309 2.41010 -0.69414  -0.636
N 0.13125 -0.64295 0.96815  -0.237
C -1.15779 -0.44874 -2.17348  -0.087
C 0.98378 -0.80428 2.14263  -0.879
C 0.11425 1.38611 -0.35410  0.746
C 0.66403 0.23419 -0.01621  -0.849
H -0.79823 -0.33652 1.23738  0.273
H -0.26764 -0.48003 -2.83161  0.294
H -1.18576 2.20929 -1.41143  0.330
H 1.17558 0.13561 2.68286  0.294
H 1.94753 -1.22409 1.83259  0.301
H -1.25365 -1.27861 -1.44994  0.249
H 1.58498 -0.07882 -0.50192  0.375
H 0.51803 -1.51657 2.82920  0.316

Forces on atoms 1 to 3 (eV/Å):
0.4 -0.5 0.0
0.3 -0.6 0.2
-0.1 0.2 0.1

Results
* E_HOMO: -8.30 eV
* LUMO level: 0.0327 Ha
* SMILES: CNC=C=N.C=O
* molecular weight: 100.1 g/mol